Record 1
Formula: C11H19ClIIrNOP
Source: OMol25
Level of theory: ωB97M-V with the def2-TZVPD basis set

Values from the calculation:
* 2S+1: 6
* charge: +3
* relative energy (zero: lowest compared OMol25 entry of this formula, charge and spin): 1.3543 eV
* gap between HOMO and LUMO (spin up / spin down): 6.2 / 5.9 eV

Geometry as XYZ:
```
36
C11H19ClIIrNOP ωB97M-V with the def2-TZVPD basis set
H 2.21 -0.89 4.88
H -1.07 3.03 -2.68
H -1.97 0.65 2.61
H 2.26 -0.06 2.52
H -1.69 2.43 -1.11
H -0.39 1.31 0.88
C -1.08 0.21 3.11
C 0.32 -2.71 -1.78
H -1.06 -0.69 -4.00
C 1.50 -1.12 -0.54
H 1.83 0.06 -3.25
C 0.11 0.13 2.43
C -1.13 -0.21 4.44
H 1.21 0.88 0.94
Cl -2.35 0.43 0.01
H 1.34 1.65 -3.93
C 1.37 1.03 -3.02
C 1.27 -0.62 4.40
N 0.25 0.55 1.07
C 0.06 -0.62 5.08
I -2.01 -2.83 -0.64
H -2.41 0.13 -3.14
H -0.11 -3.50 -2.49
H 0.02 2.97 -1.25
Ir -0.34 -0.92 -0.61
H -1.41 1.06 -4.33
C -0.81 2.46 -1.78
H 1.12 -3.23 -1.16
H 0.68 -1.83 -2.41
H 1.97 1.54 -2.25
O 2.69 -1.06 -0.37
H -2.07 -0.18 4.99
C 1.33 -0.20 3.07
C -1.41 0.26 -3.57
H 0.03 -0.88 6.14
P -0.28 0.76 -2.25
```

***

Record 2
Formula: C11H19ClSi
Source: OMol25
Level of theory: ωB97M-V with the def2-TZVPD basis set

Values from the calculation:
* charge: 0
* relative energy (zero: lowest compared OMol25 entry of this formula, charge and spin): 0.0000 eV
* gap between HOMO and LUMO: 9.1 eV

Geometry as XYZ:
```
32
C11H19ClSi ωB97M-V with the def2-TZVPD basis set
H -1.45 0.62 1.90
C -1.22 -2.28 0.55
H -3.01 2.62 0.77
H 0.36 2.33 1.56
H 1.92 -1.75 -0.14
C -0.33 -2.33 -1.81
H -1.37 2.97 1.93
H -1.75 -1.56 1.24
H -1.84 -3.18 0.18
H -0.25 -2.52 0.89
H 2.54 2.28 -1.09
C 1.67 0.30 -0.38
C 2.57 1.47 -0.24
C 3.79 -0.52 -0.15
H -3.52 1.09 0.77
Si -0.43 0.30 -0.53
C 3.91 0.85 -0.16
C -1.11 -1.45 -0.77
H 0.49 -2.76 -1.25
H 0.19 -1.74 -2.66
Cl -0.53 1.46 -2.28
H -2.68 1.67 -0.71
H -0.70 3.40 0.48
H 2.34 2.04 0.74
H 4.85 1.32 0.03
H -2.12 -1.33 -1.25
H -0.95 -3.15 -2.23
C -1.37 1.18 0.92
C -0.66 2.56 1.21
C -2.71 1.60 0.41
H 4.58 -1.22 -0.19
C 2.43 -0.83 -0.26
```

***

Record 3
Formula: C11H19I2InNO2S2
Source: OMol25
Level of theory: ωB97M-V with the def2-TZVPD basis set

Values from the calculation:
* charge: -1
* gap between HOMO and LUMO (spin up / spin down): 4.0 / 5.8 eV

Geometry as XYZ:
```
38
C11H19I2InNO2S2 ωB97M-V with the def2-TZVPD basis set
H -0.01 -0.97 -5.09
In 0.00 0.00 0.00
H 2.10 1.27 -1.28
H -3.86 2.25 -1.42
H -3.50 1.45 1.39
H -3.49 3.35 -0.07
H -3.22 4.49 -2.28
I 2.01 -1.83 0.38
C -2.45 3.80 -1.90
H -4.43 0.18 -0.59
H -2.01 3.28 -2.76
S 0.49 0.10 -2.31
H 2.05 -1.22 3.13
O -1.17 -1.42 -0.76
I 0.69 1.14 2.40
C 2.20 -0.56 2.27
C -1.46 -2.48 -4.69
C -3.73 -0.29 0.11
H -1.58 -2.79 -5.72
H 2.16 1.66 0.49
H -2.71 -3.25 -1.59
H -2.23 0.23 1.55
H -1.66 4.39 -1.43
C -2.26 -3.15 -3.68
N -1.28 -1.79 -2.07
C -0.61 -1.49 -4.36
C 1.50 1.55 -0.39
C -3.06 2.82 -0.92
H -3.10 -0.98 -0.46
O -0.84 2.44 0.53
H -4.32 -0.87 0.83
H 3.21 -0.12 2.28
H -0.97 -0.81 1.30
C -2.88 0.74 0.83
C -0.49 -1.09 -2.93
C -2.15 -2.79 -2.40
H -2.93 -3.94 -3.98
S -1.80 1.66 -0.31
```